Record 1
The following is a DFT calculation (ωB97M-V with the def2-TZVPD basis set) of a structure of composition C31H32Cl2N4O5Pb.

Properties
Relative energy (zero: lowest compared OMol25 entry of this formula, charge and spin) ... 380.09 kJ/mol
Total energy ... -2908.39908 hartree
Kohn-Sham gap (spin up / spin down) ... 5.1 / 5.1 eV

The geometry in ORCA input format:
```
! wB97M-V def2-TZVPD RIJCOSX def2/J DEFGRID3
* xyz 2 1
Pb -0.615 -0.035 -0.052
Cl 3.466 6.181 2.865
Cl 3.853 0.940 1.742
O 1.117 1.265 1.070
O -1.078 2.785 0.205
O 0.331 -0.265 3.409
O -2.590 0.857 -1.614
O 2.379 -1.154 3.528
N -5.098 -0.512 3.369
N -0.991 -1.771 1.765
N 0.103 0.214 -2.673
N -2.866 -1.687 -0.483
C -0.435 3.700 0.684
C -1.057 3.072 -5.525
C -2.617 -0.493 3.105
C 2.808 4.733 2.267
C -1.728 2.965 -4.298
C 0.258 1.138 -4.902
C 3.020 2.402 1.816
C -3.926 0.037 2.540
C -3.299 -2.568 1.776
C 1.092 -0.618 -2.960
C 1.501 4.758 1.725
C -2.199 -1.887 2.588
C 1.960 -1.769 0.577
C 0.915 3.615 1.258
C 1.632 2.358 1.338
C -0.352 1.071 -3.632
C -3.842 -1.718 0.626
C 3.413 -2.890 -0.980
C 3.032 -2.623 0.326
C -2.417 1.844 -2.313
C 1.644 -0.705 -4.259
C 3.569 3.563 2.298
C -0.107 2.143 -5.833
C 2.770 -2.288 -2.050
C 1.247 0.182 -5.208
C 1.494 -0.392 3.932
C 1.332 -1.244 -0.526
C 1.766 0.494 5.138
C -1.433 1.979 -3.379
C -4.153 -0.266 1.066
C 1.700 -1.407 -1.849
H -2.645 -0.483 4.197
H 4.244 -3.555 -1.171
H 1.710 -1.517 1.605
H -4.121 -2.874 2.433
H -5.989 -0.122 3.059
H -2.539 3.651 -4.080
H -3.264 -1.213 -1.287
H 0.395 2.163 -6.792
H -3.101 2.701 -2.211
H -0.797 -2.674 1.339
H -4.773 -2.179 0.282
H -3.514 0.422 0.509
H -0.865 4.716 0.697
H 4.579 3.577 2.683
H -5.172 0.013 0.781
H 3.124 -2.503 -3.048
H 3.565 -3.050 1.166
H 2.788 0.374 5.489
H 0.975 5.705 1.692
H -1.975 -2.510 3.458
H -1.319 3.854 -6.223
H -1.819 0.215 2.869
H 1.580 1.540 4.883
H -2.926 -3.517 1.382
H -0.205 -1.486 2.402
H -4.974 -0.281 4.357
H -5.158 -1.530 3.297
H 2.403 -1.435 -4.490
H -3.995 1.112 2.705
H 1.690 0.172 -6.196
H -2.661 -2.639 -0.776
H 1.077 0.240 5.944
*
```



Record 2
The following is a DFT calculation (ωB97M-V with the def2-TZVPD basis set) of a structure of composition C31H32Cl2N6 in a non-equilibrium geometry.

Properties
Relative energy (zero: lowest compared OMol25 entry of this formula, charge and spin) ... 2133.03 kJ/mol
Total energy ... -2448.54524 hartree
Kohn-Sham gap ... 7.9 eV

The geometry in ORCA input format:
```
! wB97M-V def2-TZVPD RIJCOSX def2/J DEFGRID3
* xyz 0 1
Cl 4.004 -2.168 14.724
Cl 4.190 -0.279 16.886
N 1.784 0.119 13.562
N 0.643 -3.782 13.113
N 1.115 -2.174 16.003
N 5.824 2.720 15.124
N 4.257 3.082 17.089
N 1.978 1.557 15.344
C 3.707 1.975 17.564
C 4.517 2.881 14.805
C 3.925 2.776 19.804
C 3.670 1.922 14.217
C 1.855 -3.980 13.678
C 0.959 1.056 13.067
C -0.941 -0.322 13.233
C 4.664 4.060 17.889
C 1.473 -3.785 17.709
C -0.417 0.881 12.896
C 3.020 -3.439 13.192
C 1.178 -1.019 14.053
C -0.196 -1.290 13.902
C 0.557 1.460 17.307
C 5.703 0.535 14.179
C 0.857 2.746 17.678
C 3.527 1.734 18.924
C 4.530 3.939 19.265
C 6.381 1.596 14.758
C 1.711 3.492 16.879
C 0.382 -4.447 15.689
C 4.321 0.678 13.877
C 2.294 2.855 15.731
C 3.029 -0.917 15.684
C 0.583 -3.020 12.005
C 1.688 -2.522 11.355
C 0.775 -4.727 16.999
C 2.964 -2.695 11.946
C 1.100 0.978 16.123
C 1.640 -2.506 17.160
C 0.478 -3.149 15.251
H -0.094 -5.185 15.060
H 0.848 -0.020 15.798
H 3.998 -3.584 13.627
H 0.649 -5.759 17.292
H 1.501 1.825 12.536
H 2.019 4.503 17.103
H 3.834 -2.210 11.527
H 1.515 -2.051 10.399
H 3.817 2.646 20.871
H 3.081 3.279 15.126
H 4.920 4.602 20.023
H 1.841 -3.944 18.711
H 0.056 -2.806 14.318
H 0.374 3.102 18.576
H 4.059 3.822 15.072
H -0.400 -2.657 11.745
H -1.990 -0.280 12.980
H 2.177 -1.415 16.146
H 7.458 1.569 14.827
H 5.080 4.899 17.351
H 1.960 -1.695 17.798
H 3.854 -0.112 13.308
H 2.703 -0.100 15.040
H 2.626 2.184 14.126
H 3.081 0.915 19.469
H 6.119 -0.379 13.781
H 1.896 -4.677 14.502
H 1.874 -1.713 14.499
H 3.420 1.261 16.806
H -0.171 0.892 17.867
H -0.627 -2.160 14.374
H -1.113 1.629 12.546
*
```



Record 3
The following is a DFT calculation (ωB97M-V with the def2-TZVPD basis set) of a structure of composition C31H32ClN2O4ReS in a non-equilibrium geometry.

Properties
Relative energy (zero: lowest compared OMol25 entry of this formula, charge and spin) ... 11.00 kJ/mol
Total energy ... -2547.28458 hartree
Kohn-Sham gap (spin up / spin down) ... 5.2 / 7.3 eV

The geometry in ORCA input format:
```
! wB97M-V def2-TZVPD RIJCOSX def2/J DEFGRID3
* xyz 1 4
Re 0.127 0.883 -0.403
Cl -6.652 2.163 1.146
S 0.371 -2.440 0.069
O -1.059 0.406 1.436
O -1.421 -0.487 -1.228
O -1.148 2.321 -0.978
O 1.099 -0.987 -0.119
N -2.260 1.641 2.969
N 0.577 0.109 -2.526
C 0.578 -1.599 4.023
C -1.181 1.461 2.183
C 2.101 4.661 -1.411
C -2.504 2.344 -0.853
C -4.547 3.502 -0.121
C -1.129 -2.863 2.235
C -0.048 2.438 2.221
C -4.580 1.147 -0.210
C 1.070 1.765 1.424
C -0.357 0.767 -3.514
C 2.045 2.058 -2.348
C -3.247 1.055 -0.698
C 0.644 -1.333 -2.930
C 1.308 3.700 -0.814
C 3.303 -5.900 0.348
C 3.803 -4.622 0.742
C -2.646 -0.239 -0.835
C 2.983 -3.517 0.540
C 1.714 -3.691 -0.027
C 1.973 0.585 -2.766
C -3.275 3.499 -0.686
C 0.089 -2.409 1.818
C 2.107 -6.033 -0.333
C 2.949 4.283 -2.537
C -5.188 2.323 0.181
C -0.669 -1.984 4.465
C 1.251 -4.951 -0.487
C 1.302 2.356 -1.219
C -1.499 -2.665 3.590
C 1.030 -1.831 2.661
C 2.901 2.960 -2.937
H 2.633 -0.031 -2.167
H -0.997 -1.815 5.511
H -2.834 4.392 -1.075
H -0.369 3.453 1.846
H -1.777 -3.421 1.515
H 3.594 5.059 -2.911
H 2.223 0.486 -3.855
H 0.203 2.545 3.275
H 3.543 2.656 -3.789
H 0.572 3.992 -0.094
H 2.032 5.697 -1.094
H -2.481 -3.050 3.950
H 1.287 0.830 1.923
H -0.392 -1.745 -2.831
H -2.987 0.938 2.999
H 0.255 -5.034 -0.917
H -3.344 -1.031 -0.828
H 1.986 2.308 1.336
H 4.717 -4.605 1.382
H 1.283 -1.183 4.770
H -2.372 2.461 3.563
H -0.417 1.844 -3.247
H 1.826 -7.089 -0.613
H 3.882 -6.800 0.608
H -0.009 0.685 -4.551
H 0.947 -1.392 -3.977
H -1.331 0.296 -3.445
H -5.145 0.238 -0.226
H 1.996 -1.505 2.331
H 1.377 -1.917 -2.401
H -5.103 4.355 0.211
H 3.285 -2.493 0.730
*
```



What did the third record say?
The following is a DFT calculation (ωB97M-V with the def2-TZVPD basis set) of a structure of composition C31H32ClN2O4ReS in a non-equilibrium geometry.

Properties
Relative energy (zero: lowest compared OMol25 entry of this formula, charge and spin) ... 11.00 kJ/mol
Total energy ... -2547.28458 hartree
Kohn-Sham gap (spin up / spin down) ... 5.2 / 7.3 eV

The geometry in ORCA input format:
```
! wB97M-V def2-TZVPD RIJCOSX def2/J DEFGRID3
* xyz 1 4
Re 0.127 0.883 -0.403
Cl -6.652 2.163 1.146
S 0.371 -2.440 0.069
O -1.059 0.406 1.436
O -1.421 -0.487 -1.228
O -1.148 2.321 -0.978
O 1.099 -0.987 -0.119
N -2.260 1.641 2.969
N 0.577 0.109 -2.526
C 0.578 -1.599 4.023
C -1.181 1.461 2.183
C 2.101 4.661 -1.411
C -2.504 2.344 -0.853
C -4.547 3.502 -0.121
C -1.129 -2.863 2.235
C -0.048 2.438 2.221
C -4.580 1.147 -0.210
C 1.070 1.765 1.424
C -0.357 0.767 -3.514
C 2.045 2.058 -2.348
C -3.247 1.055 -0.698
C 0.644 -1.333 -2.930
C 1.308 3.700 -0.814
C 3.303 -5.900 0.348
C 3.803 -4.622 0.742
C -2.646 -0.239 -0.835
C 2.983 -3.517 0.540
C 1.714 -3.691 -0.027
C 1.973 0.585 -2.766
C -3.275 3.499 -0.686
C 0.089 -2.409 1.818
C 2.107 -6.033 -0.333
C 2.949 4.283 -2.537
C -5.188 2.323 0.181
C -0.669 -1.984 4.465
C 1.251 -4.951 -0.487
C 1.302 2.356 -1.219
C -1.499 -2.665 3.590
C 1.030 -1.831 2.661
C 2.901 2.960 -2.937
H 2.633 -0.031 -2.167
H -0.997 -1.815 5.511
H -2.834 4.392 -1.075
H -0.369 3.453 1.846
H -1.777 -3.421 1.515
H 3.594 5.059 -2.911
H 2.223 0.486 -3.855
H 0.203 2.545 3.275
H 3.543 2.656 -3.789
H 0.572 3.992 -0.094
H 2.032 5.697 -1.094
H -2.481 -3.050 3.950
H 1.287 0.830 1.923
H -0.392 -1.745 -2.831
H -2.987 0.938 2.999
H 0.255 -5.034 -0.917
H -3.344 -1.031 -0.828
H 1.986 2.308 1.336
H 4.717 -4.605 1.382
H 1.283 -1.183 4.770
H -2.372 2.461 3.563
H -0.417 1.844 -3.247
H 1.826 -7.089 -0.613
H 3.882 -6.800 0.608
H -0.009 0.685 -4.551
H 0.947 -1.392 -3.977
H -1.331 0.296 -3.445
H -5.145 0.238 -0.226
H 1.996 -1.505 2.331
H 1.377 -1.917 -2.401
H -5.103 4.355 0.211
H 3.285 -2.493 0.730
*
```